a | # C2H4NP

A cluster of 2 separate species, C2H4NP in total (ωB97M-V with the def2-TZVPD basis set, the Open Molecules 2025 dataset).

Element x y z (Å)
N1 1.615 0.784 0.732
P1 2.649 0.063 0.026
H1 3.183 0.553 -1.204
H2 3.160 -1.215 -0.134
C1 -3.243 -0.041 0.051
C2 -2.054 -0.129 0.102
H3 -4.240 0.033 0.108
H4 -1.069 -0.048 0.318

## Properties
HOMO energy	-10.003	eV
frontier orbital gap	0.34132	hartree
SMILES	N#[PH2].C#C
2S+1	1

b | # C2H4NP

The molecule C2H4NP (ωB97M-V with the def2-TZVPD basis set, the Open Molecules 2025 dataset).

Element x y z (Å)
C1 1.875 -1.305 -0.802
C2 -0.521 0.447 0.349
N1 1.806 0.832 -1.480
P1 1.115 0.110 -0.333
H1 2.813 -1.262 -0.362
H2 -0.786 1.404 -0.064
H3 -0.491 0.748 1.403
H4 -1.242 -0.442 0.212

## Properties
HOMO energy	-8.811	eV
frontier orbital gap	0.30243	hartree
2S+1	1

The structure with the least stability is b.